{
  "formula": "C20H32AuN3O2PS3Se",
  "method": "ωB97M-V with the def2-TZVPD basis set",
  "energy_ev": -140659.0171,
  "multiplicity": 4,
  "charge": 0,
  "s_squared": 3.770,
  "fmax_ev_per_a": 0.27,
  "homo_energy_ev": [-7.718, -8.320],
  "species": ["Au", "C", "C", "O", "P", "S", "S", "O", "C", "C", "H", "H", "H", "H", "H", "H", "H", "H", "H", "H", "C", "C", "C", "C", "N", "C", "Se", "N", "C", "C", "C", "C", "C", "C", "C", "C", "C", "C", "H", "H", "H", "H", "H", "H", "H", "H", "H", "H", "H", "H", "H", "H", "H", "H", "H", "H", "H", "H", "H", "H", "S", "C", "N"],
  "xyz": [[0.564759, -0.629457, 1.783047], [-1.150283, 5.793599, 2.847722], [-0.331536, 4.931369, 3.780546], [-0.766293, 3.550409, 3.767857], [-0.444128, 2.558548, 2.582018], [-0.752183, 0.721052, 3.399466], [1.313019, 2.861475, 1.729706], [-1.621881, 2.875242, 1.563458], [-1.811775, 2.034311, 0.397081], [-2.765406, 2.735138, -0.535546], [-0.834213, 6.832879, 2.952001], [-2.210749, 5.725988, 3.088734], [-1.010185, 5.493470, 1.809902], [-0.452550, 5.236643, 4.817587], [0.728651, 4.959791, 3.526349], [-2.211394, 1.078266, 0.735158], [-0.841232, 1.866217, -0.077915], [-3.722106, 2.912750, -0.044821], [-2.935779, 2.103605, -1.407791], [-2.354296, 3.689812, -0.864763], [7.127888, 3.220304, -1.019560], [6.840692, 1.865806, -0.379873], [6.057320, 1.955796, 0.928051], [4.673106, 2.570827, 0.780884], [3.809434, 1.773189, -0.081628], [3.475759, 0.491465, 0.178723], [2.688293, 0.257477, 2.534673], [2.671085, 0.089459, -0.827452], [2.198844, -1.271279, -1.045105], [2.884663, -1.993822, -2.201833], [4.330972, -2.423379, -1.956058], [5.353500, -1.290431, -1.999486], [2.432251, 1.138516, -1.707662], [1.651419, 1.233062, -2.851505], [1.628142, 2.458953, -3.494369], [2.365387, 3.547295, -3.016051], [3.146654, 3.449602, -1.877268], [3.165002, 2.222807, -1.228409], [7.787328, 3.112777, -1.880950], [7.612440, 3.896330, -0.310982], [6.216335, 3.704526, -1.374450], [7.783616, 1.352152, -0.179817], [6.297499, 1.234626, -1.089329], [6.613291, 2.560653, 1.650793], [5.947496, 0.961376, 1.366888], [4.736516, 3.565150, 0.341771], [4.189818, 2.677830, 1.753692], [1.121494, -1.230374, -1.218892], [2.365368, -1.816850, -0.113895], [2.833342, -1.370236, -3.099807], [2.279023, -2.879326, -2.409877], [4.591945, -3.166861, -2.712901], [4.392640, -2.939420, -0.992517], [5.218098, -0.675360, -2.892919], [6.370251, -1.685095, -2.018503], [5.270011, -0.641340, -1.128267], [1.073424, 0.394976, -3.217471], [1.024648, 2.578923, -4.384175], [2.319025, 4.489640, -3.545379], [3.700518, 4.301691, -1.507214], [-2.944573, -1.242044, -1.167853], [-1.775402, -1.396192, -0.082639], [-0.911807, -1.538457, 0.708024]],
  "forces_ev_per_angstrom": [[0.09, 0.04, -0.09], [0.00, 0.00, 0.01], [0.00, 0.00, 0.01], [-0.01, -0.02, 0.01], [0.10, 0.01, -0.14], [0.04, 0.06, 0.06], [-0.02, -0.13, 0.08], [0.04, -0.02, 0.00], [-0.02, 0.01, 0.02], [0.01, 0.00, -0.01], [0.00, 0.00, 0.00], [0.00, -0.01, 0.00], [0.00, 0.00, 0.00], [0.00, 0.00, 0.00], [0.00, -0.01, 0.00], [-0.01, 0.02, -0.01], [0.01, 0.01, 0.00], [0.00, 0.00, 0.00], [-0.01, 0.00, 0.01], [0.00, 0.00, 0.00], [0.01, 0.00, 0.01], [-0.02, -0.01, -0.02], [0.02, 0.02, 0.00], [-0.01, 0.04, 0.00], [-0.10, -0.02, 0.10], [0.05, -0.06, -0.17], [-0.22, 0.06, 0.13], [-0.05, 0.09, 0.04], [-0.04, -0.04, 0.03], [0.00, 0.02, -0.01], [0.00, 0.00, 0.00], [-0.02, -0.02, 0.02], [0.10, 0.06, -0.05], [-0.02, 0.00, 0.02], [0.00, 0.00, -0.01], [0.00, 0.01, 0.00], [-0.01, -0.01, 0.01], [0.02, -0.04, -0.11], [0.00, 0.00, 0.00], [0.00, 0.00, 0.00], [0.00, 0.00, 0.00], [0.00, 0.00, 0.00], [0.03, 0.05, 0.03], [0.00, 0.00, -0.01], [0.00, -0.01, 0.00], [-0.02, 0.01, 0.01], [0.00, -0.02, 0.01], [-0.01, 0.00, 0.02], [-0.01, 0.02, 0.00], [0.00, -0.01, -0.01], [0.00, 0.00, 0.01], [0.00, 0.02, -0.01], [0.00, 0.00, 0.00], [0.00, 0.00, -0.01], [0.00, 0.00, 0.01], [0.00, -0.05, -0.03], [0.00, 0.00, 0.00], [0.00, 0.00, 0.01], [0.00, 0.00, 0.00], [0.00, 0.00, 0.00], [-0.04, 0.02, -0.06], [0.13, -0.08, 0.09], [-0.04, 0.03, -0.01]]
}